The following is a DFT calculation (the ωB97M-V functional and the def2-TZVPD basis) of 9 unconnected molecules or ions with the total composition C36H45F27O18 at a distorted geometry.

Summary:
Structure (SMILES): CCOC(=O)C(F)(F)F.CCOC(=O)C(F)(F)F.CCOC(=O)C(F)(F)F.CCOC(=O)C(F)(F)F.CCOC(=O)C(F)(F)F.CCOC(=O)C(F)(F)F.CCOC(=O)C(F)(F)F.CCOC(=O)C(F)(F)F.CCOC(=O)C(F)(F)F
HOMO energy (Eh): -0.396
Energy relative to the best compared isomer or geometry (same formula, charge and spin) (kcal/mol): 168.2
E_tot (eV): -148285.480

The geometry in ORCA input format:
```
! wB97M-V def2-TZVPD RIJCOSX def2/J DEFGRID3
* xyz 0 1
C -1.11784 -0.02891 -1.68664
C -1.73292 -0.65960 -0.41156
O -1.08397 -0.45746 0.85008
C -1.26395 -1.35853 1.94358
O -2.10921 -2.23197 1.93713
C -0.17730 -1.18346 3.01739
F 0.80017 -2.12278 2.94139
F 0.45028 0.07331 2.99700
F -0.75354 -1.37456 4.27806
H -0.77097 0.97988 -1.46271
H -1.80400 0.02101 -2.53209
H -0.20864 -0.48519 -2.07811
H -1.84670 -1.71467 -0.66049
H -2.76563 -0.38643 -0.19481
C 3.07692 1.63431 9.35057
C 1.92109 1.35567 8.37838
O 2.43143 0.31147 7.58667
C 2.43557 0.29715 6.24583
O 2.13762 1.25006 5.47033
C 2.78524 -1.06826 5.61708
F 2.14590 -2.04274 6.16154
F 2.64623 -1.13827 4.27113
F 4.02769 -1.36186 5.89355
H 3.98629 1.70766 8.75412
H 3.25587 0.77450 9.99615
H 2.87827 2.54495 9.91569
H 1.74382 2.28921 7.84435
H 1.03954 1.07506 8.95476
C -6.35353 5.10198 1.10554
C -5.78349 5.10454 -0.34713
O -4.74455 4.15420 -0.41486
C -3.56712 4.25088 0.18724
O -3.35693 5.05429 1.09809
C -2.60463 3.18618 -0.22972
F -3.11989 1.98109 0.01323
F -2.47278 3.23233 -1.56805
F -1.53144 3.31054 0.50148
H -7.05177 5.93708 1.16197
H -5.66141 5.37908 1.90070
H -6.86495 4.15983 1.30278
H -5.30087 5.99624 -0.74717
H -6.61841 4.78076 -0.96858
C -1.42145 -6.27333 9.76733
C -0.52730 -5.08224 10.14259
O -0.61362 -4.25775 8.94529
C -0.67313 -2.88243 8.90628
O -0.78545 -2.22136 9.95946
C -0.95611 -2.30715 7.53430
F -0.40546 -1.08459 7.49688
F -0.49529 -3.07198 6.51520
F -2.26173 -2.23202 7.37259
H -2.43970 -6.01615 9.47557
H -1.47754 -6.85898 10.68492
H -0.89926 -6.83574 8.99331
H 0.53139 -5.23613 10.35146
H -0.96328 -4.46089 10.92486
C 5.65925 4.96696 -0.25656
C 5.35399 3.53397 -0.37790
O 4.09904 3.32326 0.15325
C 3.54518 2.06746 0.30578
O 3.91912 1.03587 -0.35273
C 2.23791 2.06292 1.17152
F 1.79479 3.31922 1.35964
F 1.31540 1.30569 0.55883
F 2.48272 1.64631 2.32026
H 4.85784 5.59885 -0.63940
H 6.60609 5.30064 -0.68112
H 5.77977 5.25636 0.78739
H 6.11569 2.89622 0.07063
H 5.24818 3.21174 -1.41379
C -3.53905 3.50532 -9.78647
C -3.80988 2.24533 -9.05881
O -3.93803 2.58305 -7.67201
C -2.98104 2.35532 -6.79747
O -1.76045 2.06577 -7.09578
C -3.35293 2.44236 -5.30762
F -3.28908 1.19575 -4.68355
F -2.50373 3.20358 -4.65032
F -4.57402 2.91957 -5.03467
H -2.53378 3.78784 -9.47389
H -4.24254 4.31731 -9.60243
H -3.47291 3.49374 -10.87440
H -2.97758 1.57140 -9.26182
H -4.75368 1.80346 -9.37833
C 1.63528 -4.27523 -0.08105
C 3.08196 -3.76681 -0.08999
O 3.68968 -3.65180 1.20623
C 4.09860 -4.74367 1.94690
O 3.92802 -5.89856 1.60343
C 4.79638 -4.48379 3.34212
F 3.97490 -4.81402 4.32802
F 6.02514 -5.10935 3.40540
F 5.06158 -3.14205 3.38937
H 1.18351 -3.87754 -0.98981
H 0.99750 -3.88503 0.71209
H 1.52792 -5.35755 -0.15288
H 2.86448 -2.81375 -0.57216
H 3.70026 -4.17934 -0.88726
C -2.46433 -2.60608 -4.87290
C -1.29888 -2.59083 -5.80487
O -1.66819 -2.39083 -7.21394
C -2.24741 -3.41409 -7.93633
O -2.49607 -4.53465 -7.42193
C -2.57938 -3.08400 -9.46039
F -3.87971 -3.07364 -9.52028
F -2.02132 -1.97532 -9.73680
F -2.03670 -4.09442 -10.15093
H -2.85491 -1.59429 -4.76421
H -2.20845 -3.06618 -3.91847
H -3.31801 -3.09321 -5.34411
H -0.83469 -3.57509 -5.74283
H -0.51966 -1.89421 -5.49564
C 0.43511 3.12496 -4.43042
C 1.84460 2.54768 -4.25771
O 1.85341 1.16790 -4.13939
C 3.06025 0.56309 -3.93094
O 4.12747 1.20777 -3.89491
C 3.11404 -1.01938 -3.82588
F 1.89890 -1.54770 -3.85026
F 3.78757 -1.52990 -4.81885
F 3.74049 -1.35736 -2.71447
H 0.25498 4.19543 -4.52900
H -0.01407 2.82647 -3.48319
H -0.04777 2.47163 -5.15711
H 2.35746 2.98513 -3.40114
H 2.45626 2.82653 -5.11574
*
```

Atom charges from the Löwdin analysis, given in e for atoms 1 to 5: -0.0371, -0.2098, -0.0208, -0.2751, 0.1614


The following is a DFT calculation (the ωB97M-V functional and the def2-TZVPD basis) of a molecular structure, C37H56BrKN4O3 at a distorted geometry.

Summary:
HOMO energy (Eh): 0.006
E_tot (eV): -137750.858

The geometry in ORCA input format:
```
! wB97M-V def2-TZVPD RIJCOSX def2/J DEFGRID3
* xyz -2 1
K -1.00368 0.65898 1.03516
N -0.79628 -0.00802 3.85256
N -1.90888 0.68778 4.39756
C -2.73678 1.46278 3.49186
O -3.35918 2.36408 4.06316
O -2.75148 1.12808 2.30136
H -0.36058 -0.54272 4.59916
H -0.09808 0.64008 3.47416
H -1.66918 1.29408 5.18526
C -2.64168 -0.53642 -5.53924
C -1.22468 -1.09522 -5.34064
C -1.17258 -2.56532 -5.78384
C -0.26618 -0.30762 -6.23954
C -0.85368 -0.99812 -3.86374
C 0.20942 -0.18432 -3.40154
C 0.42342 -0.14112 -2.03844
N -0.24798 -0.80172 -1.12354
C -1.26298 -1.65542 -1.53574
C -1.56338 -1.70692 -2.94044
C -1.91528 -2.42052 -0.58254
C -3.12758 -3.13082 -0.80764
C -3.96068 -3.53862 0.18696
C -3.53658 -3.24832 1.54686
C -2.32458 -2.72492 1.77666
N -1.43478 -2.39132 0.78786
C -5.29768 -4.23532 -0.01424
C -5.25628 -5.62462 0.64746
C -6.41968 -3.40002 0.62746
C -5.66588 -4.42292 -1.49054
H -2.95708 -0.63452 -6.58054
H -2.66428 0.51748 -5.26584
H -3.35508 -1.06032 -4.90784
H -1.38208 -2.65602 -6.85174
H -1.89618 -3.16562 -5.23894
H -0.18118 -2.97122 -5.58734
H -0.54098 -0.44252 -7.28744
H 0.75472 -0.65812 -6.10354
H -0.30558 0.75448 -6.00924
H 0.82222 0.40818 -4.06134
H 1.22322 0.48678 -1.65294
H -2.37968 -2.33752 -3.26474
H -3.41068 -3.28962 -1.83854
H -4.19978 -3.43572 2.37926
H -1.97908 -2.54042 2.78716
H -5.02488 -5.53682 1.70556
H -4.48558 -6.23672 0.18106
H -6.21548 -6.13532 0.54376
H -6.25768 -3.27772 1.69386
H -7.39188 -3.87692 0.47966
H -6.44278 -2.41062 0.17616
H -4.93648 -5.04712 -2.00364
H -5.71988 -3.45952 -1.99364
H -6.64318 -4.90492 -1.57084
C 6.19252 5.59328 1.29186
C 6.11792 4.06278 1.30856
C 6.85462 3.57348 2.56506
C 6.83042 3.53908 0.05276
C 4.68962 3.54258 1.33356
C 4.45512 2.17218 1.39786
C 3.16782 1.71238 1.46246
Br 2.88872 -0.17552 1.60896
C 1.98312 2.50768 1.46526
O 0.85112 1.96438 1.57226
C 2.25772 3.91468 1.35576
C 3.56662 4.36098 1.31146
C 1.17272 4.99278 1.32196
C 1.34852 5.86548 0.06486
C -0.25448 4.44838 1.28796
C 1.30662 5.87788 2.57406
H 7.23612 5.91228 1.28986
H 5.71032 6.01228 2.17236
H 5.71242 5.99638 0.40316
H 7.88422 3.93388 2.57456
H 6.86832 2.48858 2.61116
H 6.34792 3.93938 3.45596
H 7.86642 3.87998 0.02546
H 6.32072 3.89808 -0.83924
H 6.82242 2.45318 0.02726
H 5.26802 1.45898 1.40566
H 3.72092 5.42808 1.25946
H 1.28472 5.24388 -0.82604
H 2.30722 6.38028 0.05126
H 0.56142 6.61888 0.01956
H -0.40648 3.82768 0.40846
H -0.96238 5.27838 1.25916
H -0.46878 3.84468 2.16226
H 2.27882 6.36638 2.61986
H 1.18992 5.26848 3.46746
H 0.53562 6.64888 2.57916
C -0.33048 -5.12562 1.53496
C 0.43002 -4.08292 0.72286
C 1.92742 -4.18782 1.00506
C -0.04078 -2.64652 1.03356
H 0.05192 -6.12412 1.32136
H -1.38888 -5.09762 1.29256
H -0.21758 -4.93312 2.60126
H 0.24942 -4.26432 -0.34304
H 2.12192 -4.00672 2.06146
H 2.47052 -3.43862 0.43546
H 2.30622 -5.17702 0.74446
H 0.54042 -1.97422 0.40596
H 0.16642 -2.41732 2.08196
*
```

Atom charges from the Löwdin analysis, given in e for atoms 1 to 5: 0.8268, -0.0253, -0.0575, -0.8142, -0.0649


The following is a DFT calculation (the ωB97M-V functional and the def2-TZVPD basis) of 2 unconnected molecules or ions with the total composition C7H17NO at a distorted geometry.

Summary:
Structure (SMILES): CCN(C)C(C)=O.CC
HOMO energy (Eh): -0.336
Energy relative to the best compared isomer or geometry (same formula, charge and spin) (kcal/mol): 89.8
E_tot (eV): -11069.245

The geometry in ORCA input format:
```
! wB97M-V def2-TZVPD RIJCOSX def2/J DEFGRID3
* xyz 0 1
C 1.64812 -0.37417 1.32812
C 2.51281 0.73108 0.85212
C 2.04310 -2.71161 0.49301
C -0.42439 -0.30724 -0.99514
C 0.54434 -1.41632 -0.72385
O 0.36505 -2.34417 -1.52332
N 1.55665 -1.38958 0.15754
H 1.93650 -0.81907 2.23986
H 0.78831 0.24018 1.73965
H 2.41464 1.25312 -0.33192
H 3.57907 0.92295 0.98052
H 1.39922 -3.01260 1.35223
H -1.25310 -0.21125 -0.35965
H 2.33266 1.68749 1.30983
H 2.03395 -3.34110 -0.32575
H 3.16443 -2.56538 0.68221
H -0.02898 0.70006 -1.01200
H -0.63080 -0.23816 -2.10858
C -2.79258 2.37187 -0.58674
C -3.18172 0.86677 -0.38659
H -3.51557 2.98711 -1.08966
H -2.67119 2.96258 0.35207
H -1.89963 2.61448 -1.18952
H -4.26243 0.87360 -0.15631
H -2.71812 0.37251 0.51099
H -2.94035 0.14687 -1.20911
*
```

Atom charges from the Löwdin analysis, given in e for atoms 1 to 5: -0.1803, -0.1475, -0.0480, -0.0234, -0.5097


The following is a DFT calculation (the ωB97M-V functional and the def2-TZVPD basis) of 2 unconnected molecules or ions with the total composition C2H8N2O2 at a distorted geometry.

Summary:
Structure (SMILES): NCNC=O.O
HOMO energy (Eh): -0.367
Energy relative to the best compared isomer or geometry (same formula, charge and spin) (kcal/mol): 19.7
E_tot (eV): -9279.055

The geometry in ORCA input format:
```
! wB97M-V def2-TZVPD RIJCOSX def2/J DEFGRID3
* xyz 0 1
O -1.23636 -1.59039 1.23691
C -0.04906 -1.57740 0.99198
N 0.68087 -0.44168 0.86947
C 0.02946 0.85430 0.82989
N -0.94560 0.91085 -0.25409
H 0.54505 -2.48118 0.80128
H 1.66184 -0.57577 0.71883
H -0.45874 0.99060 1.77479
H 0.80159 1.61268 0.74479
H -1.11209 1.88090 -0.48393
H -1.74624 0.37923 0.05532
H 1.15725 0.54947 -2.22833
H -0.10660 -0.32108 -2.35227
O 0.77865 -0.19054 -2.70463
*
```

Atom charges from the Löwdin analysis, given in e for atoms 1 to 5: 0.0146, -0.3634, 0.0242, -0.2652, 0.0232


The following is a DFT calculation (the ωB97M-V functional and the def2-TZVPD basis) of a single C4H5NO molecule.

Summary:
Structure (SMILES): CC#CC(N)=O
HOMO energy (Eh): -0.353
Energy relative to the best compared isomer or geometry (same formula, charge and spin) (kcal/mol): 41.4
E_tot (eV): -7764.729

The geometry in ORCA input format:
```
! wB97M-V def2-TZVPD RIJCOSX def2/J DEFGRID3
* xyz 0 1
C -2.32507 -0.08908 0.30621
C -1.03966 0.43286 -0.13094
C 0.16113 0.51738 -0.25530
C 1.36258 -0.21663 0.16472
O 1.21368 -1.24029 0.80982
N 2.58279 0.26211 -0.16519
H -2.95009 -0.45389 -0.51075
H -2.88443 0.60379 0.93691
H -2.02218 -0.94834 0.91746
H 3.37073 -0.28216 0.14789
H 2.71387 1.09936 -0.70461
*
```

Atom charges from the Löwdin analysis, given in e for atoms 1 to 5: -0.0790, -0.0661, 0.0469, -0.5803, 0.0532


The following is a DFT calculation (the ωB97M-V functional and the def2-TZVPD basis) of a molecular structure, C30H50CeP2Se at a distorted geometry.

Summary:
HOMO energy (alpha / beta) (Eh): -0.459 / -0.459
E_tot (eV): -128753.588

The geometry in ORCA input format:
```
! wB97M-V def2-TZVPD RIJCOSX def2/J DEFGRID3
* xyz 2 1
Ce -0.85384 -0.39648 -2.01628
C -2.47098 1.67280 -0.15058
C -3.11511 0.80292 -1.08947
C -2.47455 -0.44109 0.76206
C -2.18086 0.92175 1.01792
C -3.12620 -0.51872 -0.51368
C -2.26128 3.12752 -0.32020
H -2.10696 3.39631 -1.37390
H -1.38612 3.47142 0.24966
H -3.12891 3.70417 0.03882
C -1.71402 1.46121 2.31813
H -1.70726 2.55862 2.32494
H -0.69165 1.10905 2.54794
H -2.36068 1.12120 3.14447
C -2.24179 -1.55701 1.71128
H -2.98806 -1.57361 2.52530
H -1.24963 -1.45738 2.17933
H -2.27303 -2.53041 1.20686
C -3.65584 -1.74075 -1.17623
H -4.65284 -1.55436 -1.60842
H -3.75174 -2.56154 -0.44963
H -3.01109 -2.11155 -2.01004
C -3.68925 1.20746 -2.40207
H -4.56664 1.86602 -2.28653
H -4.02605 0.34236 -2.99050
H -2.95973 1.77736 -3.00275
C 1.16865 0.53707 -2.64972
C 0.11418 1.40028 -3.04619
C -0.28485 1.57425 -4.50384
C -1.20961 0.48838 -5.10535
C -1.37968 -0.76350 -4.25274
C -0.29584 -1.60553 -3.95757
C 1.12249 -1.33236 -4.46149
C 1.94984 -0.29108 -3.65817
H 0.62431 1.64067 -5.12316
H -0.81537 0.23230 -6.10233
H -0.79585 2.54776 -4.58937
H 2.43399 0.38567 -4.38122
H 1.66533 0.65970 -1.66556
H -0.23131 2.21357 -2.37370
H 2.77564 -0.82909 -3.15726
H 1.65834 -2.29041 -4.44627
H -0.46762 -2.64319 -3.60121
H 1.13779 -1.05231 -5.52533
H -2.20211 0.91337 -5.31924
H -2.42476 -1.10761 -4.11534
P 2.00426 2.08538 1.26348
C 1.87554 3.25339 2.68098
H 2.74412 3.92675 2.60500
H 1.88975 2.74165 3.64650
H 0.95022 3.83186 2.60306
C 3.82450 1.86299 1.41773
H 4.26483 2.83958 1.68002
H 4.23208 1.51565 0.46370
H 4.06335 1.12296 2.18734
C 2.09610 3.41033 -0.04110
H 2.31069 2.96679 -1.02303
H 2.89577 4.12402 0.22410
H 1.13864 3.94979 -0.11034
P 0.97425 -3.34437 -0.05839
C 0.02806 -4.74587 -0.79338
H 0.69834 -5.59030 -1.02999
H -0.46177 -4.38137 -1.71075
H -0.75726 -5.05700 -0.08646
C 2.51604 -3.48148 -1.05235
H 2.30904 -3.15932 -2.08646
H 2.89652 -4.51674 -1.03167
H 3.25662 -2.78988 -0.61991
C 1.51911 -4.08426 1.51813
H 2.21657 -4.91366 1.32540
H 0.62340 -4.43873 2.04744
H 1.98884 -3.29451 2.12203
Se 1.56800 -0.26474 2.46383
C 1.27057 0.00523 4.31746
C 0.09471 -0.48852 4.92915
C -0.21273 -0.13859 6.24388
C 0.67394 0.65295 6.99121
C 1.89343 1.04609 6.42767
C 2.21368 0.69582 5.11688
H -0.57059 -1.13665 4.35671
H -1.14206 -0.49210 6.68931
H 0.42295 0.93633 8.01524
H 2.60789 1.62470 7.02030
H 3.18314 0.95063 4.68592
*
```

Atom charges from the Löwdin analysis, given in e for atoms 1 to 5: 1.1626, -0.2374, -0.3258, -0.2358, -0.2072